Here is C16H43ClO6RhSi2 as an isolated structure from OMol25. Energies are from ωB97M-V/def2-TZVPD.

```
! wB97M-V def2-TZVPD RIJCOSX def2/J DEFGRID3
* xyz 1 5
O 0.721 2.128 1.547
O 2.677 1.566 0.295
C -0.592 2.672 1.255
C -1.349 3.166 2.460
H -1.179 1.932 0.698
H -0.383 3.467 0.540
H -1.866 2.351 2.971
H -2.102 3.869 2.105
H -0.703 3.675 3.176
C 0.797 1.225 2.701
C 1.876 1.779 3.584
H 1.026 0.203 2.367
H -0.194 1.187 3.178
H 2.835 1.908 3.063
H 2.048 1.112 4.435
H 1.557 2.764 3.943
C 3.909 0.595 0.303
C 2.920 2.871 -0.438
C 3.619 -0.609 1.148
H 4.738 1.216 0.667
H 4.026 0.316 -0.748
H 3.345 -0.316 2.168
H 4.528 -1.228 1.212
H 2.850 -1.257 0.701
C 3.388 3.797 0.652
H 1.937 3.122 -0.857
H 3.640 2.630 -1.230
H 2.646 3.833 1.464
H 3.506 4.796 0.246
H 4.348 3.443 1.047
H 2.323 1.923 1.172
Rh -1.651 -2.011 0.046
C -0.244 -0.836 -0.657
Si 0.228 -0.114 -2.357
H 0.744 -1.194 -0.318
H -0.399 0.085 -0.060
C -0.579 1.567 -2.539
C -0.392 -1.584 -3.298
C 2.042 0.125 -2.839
C -2.863 -0.829 -0.814
Si -3.589 -2.576 -1.006
H -2.601 -0.344 -1.764
H -3.406 -0.187 -0.112
C -3.600 -3.017 -2.805
C -5.329 -2.409 -0.338
C -2.698 -4.042 -0.072
H 2.062 -0.093 -3.925
H 2.731 -0.564 -2.323
H 2.401 1.156 -2.694
H -1.669 1.523 -2.413
H -0.357 1.918 -3.558
H -0.173 2.313 -1.834
H -0.461 -2.444 -2.611
H 0.320 -1.845 -4.085
H -1.364 -1.364 -3.741
H -5.923 -1.767 -0.999
H -5.350 -1.959 0.662
H -5.842 -3.375 -0.278
H -2.756 -4.174 1.015
H -1.814 -4.557 -0.476
H -3.563 -4.612 -0.476
H -3.959 -4.037 -2.941
H -2.626 -2.955 -3.284
H -4.277 -2.358 -3.349
O -0.594 -3.767 2.882
Cl 0.036 -2.736 2.123
O 1.321 -2.383 2.642
O 0.145 -3.172 0.693
O -0.844 -1.519 2.078
*
```

Values from the calculation:
E_tot: -60839.3009 eV
Maximum force: 0.11125 hartree/bohr
Relative energy (zero: lowest compared OMol25 entry of this formula, charge and spin): 30.9 kJ/mol
HOMO-LUMO gap (alpha / beta): 6.073 / 7.576 eV
E_HOMO (alpha / beta): -8.009 / -11.871 eV
Expectation value of S²: 6.0088

Atomic charges from the Löwdin analysis, expressed in e, are listed below: number 1, O, carries -0.243; number 2, O, carries -0.112; number 3, C, carries -0.224; number 4, C, carries -0.062; number 5, H, carries 0.106; number 6, H, carries 0.117; number 7, H, carries 0.081; number 8, H, carries 0.090; number 9, H, carries 0.088; number 10, C, carries -0.227; number 11, C, carries -0.051; number 12, H, carries 0.089; number 13, H, carries 0.119; number 14, H, carries 0.069; number 15, H, carries 0.101; number 16, H, carries 0.091; number 17, C, carries -0.083; number 18, C, carries -0.122; number 19, C, carries -0.046; number 20, H, carries 0.130; number 21, H, carries 0.113; number 22, H, carries 0.079; number 23, H, carries 0.111; number 24, H, carries 0.077; number 25, C, carries -0.041; number 26, H, carries 0.124; number 27, H, carries 0.133; number 28, H, carries 0.088; number 29, H, carries 0.099; number 30, H, carries 0.095; number 31, H, carries 0.095; number 32, Rh, carries 1.044; number 33, C, carries -0.402; number 34, Si, carries 0.460; number 35, H, carries 0.003; number 36, H, carries 0.011; number 37, C, carries -0.171; number 38, C, carries -0.187; number 39, C, carries -0.169; number 40, C, carries -0.314; number 41, Si, carries 0.329; number 42, H, carries 0.019; number 43, H, carries 0.034; number 44, C, carries -0.154; number 45, C, carries -0.160; number 46, C, carries -0.215; number 47, H, carries 0.043; number 48, H, carries 0.029; number 49, H, carries 0.014; number 50, H, carries 0.028; number 51, H, carries 0.040; number 52, H, carries 0.017; number 53, H, carries 0.032; number 54, H, carries 0.036; number 55, H, carries 0.030; number 56, H, carries 0.047; number 57, H, carries 0.045; number 58, H, carries 0.045; number 59, H, carries 0.055; number 60, H, carries 0.056; number 61, H, carries 0.054; number 62, H, carries 0.049; number 63, H, carries 0.009; number 64, H, carries 0.052; number 65, O, carries -0.274; number 66, Cl, carries 0.728; number 67, O, carries -0.292; number 68, O, carries -0.434; number 69, O, carries -0.421


Here is CH3N4Si as an isolated structure from OMol25. Energies are from ωB97M-V/def2-TZVPD.

```
! wB97M-V def2-TZVPD RIJCOSX def2/J DEFGRID3
* xyz -1 1
C 0.283 -0.169 0.094
N 2.631 0.005 0.039
N 1.817 0.894 0.320
N 0.881 -1.295 -0.084
N 2.206 -1.219 -0.191
Si -1.529 0.299 -0.060
H -2.097 0.093 1.280
H -2.542 -0.302 -1.259
H -1.650 1.694 -0.141
*
```

Values from the calculation:
E_tot: -14921.1087 eV
Maximum force: 0.06850 hartree/bohr
Relative energy (zero: lowest compared OMol25 entry of this formula, charge and spin): 250.3 kJ/mol
HOMO-LUMO gap: 7.663 eV
E_HOMO: -3.820 eV

Atomic charges from the Löwdin analysis, expressed in e, are listed below: number 1, C, carries -0.466; number 2, N, carries -0.284; number 3, N, carries -0.051; number 4, N, carries -0.170; number 5, N, carries -0.199; number 6, Si, carries 0.514; number 7, H, carries -0.124; number 8, H, carries -0.071; number 9, H, carries -0.148


Here is a 2-piece molecular cluster, C8H13BrF3NO6 overall from OMol25. Energies are from ωB97M-V/def2-TZVPD.

```
! wB97M-V def2-TZVPD RIJCOSX def2/J DEFGRID3
* xyz 0 1
O -2.083 3.739 0.429
C -1.382 2.772 0.501
N -1.764 1.472 0.926
Br -3.311 1.460 1.963
O -0.056 2.768 0.175
C 0.754 3.439 1.171
C 2.082 2.699 1.157
O 1.960 1.481 1.873
C 3.202 3.524 1.829
F 4.109 3.916 0.912
F 2.724 4.650 2.404
F 3.847 2.849 2.772
H -1.868 0.825 0.152
H 0.305 3.299 2.159
H 0.822 4.496 0.919
H 2.368 2.485 0.123
H 1.318 0.936 1.398
C 0.171 -5.059 -0.469
C -0.392 -3.832 0.212
O -0.264 -2.661 -0.615
C -1.192 -2.529 -1.561
O -2.119 -3.268 -1.761
O -0.930 -1.410 -2.242
C -1.833 -1.153 -3.323
H 1.202 -4.883 -0.777
H 0.151 -5.908 0.214
H -0.411 -5.315 -1.353
H 0.169 -3.596 1.114
H -1.437 -3.971 0.487
H -2.865 -1.177 -2.981
H -1.692 -1.886 -4.115
H -1.585 -0.162 -3.691
*
```

Values from the calculation:
Structure (SMILES): O=C(NBr)OC[C@H](O)C(F)(F)F.CCOC(=O)OC
E_tot: -100476.2152 eV
Maximum force: 0.01555 hartree/bohr
HOMO-LUMO gap: 10.105 eV
E_HOMO: -10.131 eV

Atomic charges from the Löwdin analysis, expressed in e, are listed below: number 1, O, carries 0.114; number 2, C, carries -0.658; number 3, N, carries -0.365; number 4, Br, carries 0.722; number 5, O, carries -0.023; number 6, C, carries -0.087; number 7, C, carries -0.229; number 8, O, carries 0.011; number 9, C, carries -0.561; number 10, F, carries 0.138; number 11, F, carries 0.133; number 12, F, carries 0.170; number 13, H, carries 0.068; number 14, H, carries 0.153; number 15, H, carries 0.143; number 16, H, carries 0.165; number 17, H, carries 0.105; number 18, C, carries -0.063; number 19, C, carries -0.208; number 20, O, carries 0.031; number 21, C, carries -0.618; number 22, O, carries 0.128; number 23, O, carries -0.006; number 24, C, carries -0.037; number 25, H, carries 0.082; number 26, H, carries 0.081; number 27, H, carries 0.077; number 28, H, carries 0.123; number 29, H, carries 0.123; number 30, H, carries 0.095; number 31, H, carries 0.099; number 32, H, carries 0.093


Q: Look up the maximum force of the third one.
A: 0.01555 hartree/bohr